Record 1
65
Properties=species:S:1:pos:R:3:forces:R:3:nbo_charge:R:1 method="wB97M-V/def2-TZVPD" e_homo_ev=-5.61 total_charge=0 e_above_lowest_kj_mol=0.0
P 0.5448 -2.0995 -0.1569 -2.8 1.5 -1.9 0.911
P 0.1379 1.5095 0.5045 -0.2 -1.0 -0.2 0.753
C 0.5072 -0.6648 -1.3529 1.1 -0.8 -0.8 -0.736
C 0.9732 0.7342 -0.9345 0.0 0.4 -0.2 -0.741
H -0.4992 -0.6674 -1.7950 0.3 0.1 0.2 0.242
H 1.1960 -1.0126 -2.1261 -0.1 0.6 -0.3 0.212
H 2.0591 0.7288 -0.7296 -0.4 0.0 0.0 0.231
H 0.7906 1.4338 -1.7573 0.4 -0.5 0.1 0.242
C -1.2629 2.5319 -0.0984 0.0 0.2 -0.2 -0.950
H -1.4981 3.2764 0.6799 0.1 -0.3 -0.3 0.259
H -2.1531 1.8933 -0.2391 0.4 0.3 0.0 0.245
H -1.0270 3.0500 -1.0417 -0.1 0.0 0.3 0.223
C 1.4352 2.6315 1.0956 0.2 0.3 0.5 -0.943
H 1.2191 3.6795 0.8290 0.1 -0.4 0.0 0.240
H 2.4171 2.3238 0.7054 -0.4 0.2 0.1 0.235
H 1.4348 2.5540 2.1921 0.2 0.2 -0.6 0.283
C -0.4163 -3.4294 -0.9391 0.5 -0.6 -1.0 -0.968
H -0.3100 -4.3329 -0.3100 -0.1 0.4 -0.3 0.246
H -0.0203 -3.6337 -1.9497 -0.2 -0.4 0.2 0.211
H -1.4777 -3.1603 -1.0059 0.4 0.0 0.1 0.247
C 2.2643 -2.6863 -0.3881 -0.1 -0.1 0.8 -0.947
H 2.9739 -1.8505 -0.3265 -0.2 -0.3 0.1 0.249
H 2.3341 -3.1597 -1.3776 -0.1 0.2 0.2 0.233
H 2.4955 -3.4385 0.3796 0.1 0.3 -0.3 0.250
Zn -0.7148 -0.5856 1.1590 0.7 -0.5 1.8 1.466
C 0.6732 1.2441 -4.0014 -0.7 0.7 0.0 -0.184
C -0.6458 1.1989 -3.7252 0.9 0.7 -0.6 -0.179
C -1.6502 0.5436 -4.6238 -0.5 -0.3 0.1 -0.449
C -1.3201 -0.8999 -5.0698 -0.4 0.1 -0.3 -0.447
C -0.5145 -1.7368 -4.1184 0.7 -0.6 -0.3 -0.191
C 0.8280 -1.8019 -4.1347 -0.8 -0.6 -0.6 -0.185
C 1.7267 -0.9505 -4.9925 0.2 0.1 0.0 -0.447
C 1.3397 0.5449 -5.1504 0.5 0.2 -0.6 -0.454
C 0.6744 -1.7034 2.2560 1.0 1.1 2.1 -1.441
H 1.3392 1.9742 -3.5040 -0.6 -0.7 0.1 0.205
H -1.0893 1.7829 -2.9105 0.4 -0.1 -0.2 0.203
H -1.7794 1.1580 -5.5323 0.0 -0.1 0.3 0.222
H -2.6328 0.5414 -4.1262 0.3 0.0 -0.1 0.210
H -2.2834 -1.4124 -5.2095 0.3 0.1 -0.2 0.220
H -0.8418 -0.8629 -6.0582 0.0 -0.1 0.3 0.207
H -1.1103 -2.4053 -3.4784 0.5 0.3 -0.2 0.204
H 1.3602 -2.5930 -3.5898 -0.4 0.4 0.1 0.199
H 1.8001 -1.3862 -6.0053 0.0 0.1 0.3 0.226
H 2.7517 -0.9981 -4.5888 -0.4 0.0 0.0 0.212
H 2.2875 1.0786 -5.3272 -0.3 -0.1 -0.1 0.218
H 0.7579 0.6603 -6.0746 0.0 0.0 0.2 0.208
H 1.3098 -0.8585 2.5802 0.2 -0.6 0.6 0.231
H 1.3394 -2.5343 1.9860 -0.2 0.1 0.2 0.185
H 0.0554 -2.0563 3.0946 0.2 0.1 0.1 0.235
O 0.9282 3.4138 4.7955 0.1 -0.5 0.0 -0.927
S 0.7411 1.9879 4.6956 -1.3 -0.6 -1.3 2.267
O 1.8967 1.1175 4.7478 -0.6 0.7 0.2 -0.917
N -0.1563 1.6018 3.3167 0.3 -0.3 0.3 -0.887
C -1.2153 0.8441 3.5726 0.7 -0.1 -1.4 0.639
O -1.8447 0.1163 2.7069 0.2 0.9 0.9 -0.820
C -1.5630 0.8390 4.9993 -0.4 -0.8 1.2 -0.159
C -2.6309 0.1802 5.6167 0.5 0.3 0.0 -0.164
C -2.6776 0.1530 7.0106 0.2 0.4 0.2 -0.204
C -1.6903 0.7969 7.7896 0.1 -0.2 -0.7 -0.197
C -0.5922 1.4075 7.1561 -0.5 -0.1 0.0 -0.210
C -0.5575 1.4154 5.7607 -0.1 -0.2 1.4 -0.224
H -3.3677 -0.3047 4.9843 0.0 0.0 0.2 0.234
H -3.4943 -0.3619 7.5135 0.1 0.1 -0.1 0.217
H -1.7589 0.7736 8.8805 0.1 0.0 -0.4 0.221
H 0.2035 1.8670 7.7415 -0.2 -0.1 -0.2 0.232

***

Record 2
77
Properties=species:S:1:pos:R:3:forces:R:3:mulliken_charge:R:1 method="wB97M-V/def2-TZVPD" e_homo_ev=-8.63 total_charge=0 smiles="CCSCOC(=O)OS(=O)(=O)C(F)(F)C(F)(F)F.C[C@@H]1COC(=O)O1.C[C@@H]1COC(=O)O1.C[C@@H]1COC(=O)O1.C[C@@H]1COC(=O)O1"
C -1.6469 3.0709 4.9862 0.3 -0.8 -0.6 -1.313
C -2.1017 1.6211 4.9683 0.1 0.7 0.1 -0.155
S -0.9309 0.4430 4.2377 -0.2 -0.8 -0.6 -0.027
C 0.6160 1.3111 3.8641 0.0 0.1 1.2 -0.668
O 1.3025 0.6879 2.7618 -1.6 -1.0 -1.1 -0.254
C 1.5171 1.5155 1.7528 0.5 -0.8 0.6 0.252
O 2.1558 2.4784 1.8988 1.3 2.6 -0.2 -0.363
O 1.0851 1.2042 0.4457 -1.1 0.2 0.9 0.221
S -0.2667 1.9554 -0.0254 -0.4 -1.2 -1.7 1.178
O -0.2567 1.9171 -1.4251 1.7 0.8 -2.2 -0.652
O -1.4508 1.3845 0.4459 -1.2 -0.6 3.0 -0.546
C -0.2618 3.7528 0.4247 1.1 -0.1 -0.7 0.326
F -0.2152 3.9632 1.7084 0.6 -0.1 1.9 -0.244
F -1.4239 4.1877 0.0260 -1.8 0.2 -0.8 -0.230
C 0.7976 4.5996 -0.3485 -1.2 -0.7 0.9 0.680
F 1.9511 4.0289 -0.3770 1.9 -0.9 -0.1 -0.202
F 0.8765 5.7510 0.2515 0.3 1.6 1.1 -0.259
F 0.3744 4.8161 -1.5508 -0.5 0.1 -2.0 -0.229
H -1.5270 3.4103 3.9680 0.0 0.3 -0.3 0.162
H -0.6716 3.1179 5.4453 0.2 0.4 0.5 0.395
H -2.3615 3.7028 5.4823 -0.2 0.2 0.3 0.414
H -2.3129 1.2988 5.9740 0.1 -0.3 0.4 0.372
H -3.0298 1.5454 4.4243 -0.2 -0.2 -0.4 0.336
H 0.5029 2.3726 3.7185 -0.2 0.3 -0.3 0.301
H 1.2394 1.1885 4.7284 0.6 -0.1 0.2 0.474
C -1.8274 -1.9930 -1.2552 -0.2 -0.2 0.6 -1.249
C -3.1126 -2.7631 -1.4696 0.5 0.5 -0.1 0.495
C -4.1238 -2.0321 -2.3209 0.0 -0.1 -0.3 -0.465
O -5.3665 -2.5695 -1.8564 0.1 0.2 -0.2 -0.350
C -5.1819 -2.9764 -0.5866 0.2 -0.1 0.2 0.610
O -6.0643 -3.3044 0.1356 -0.2 -0.1 0.3 -0.546
O -3.8658 -2.9596 -0.2508 -0.2 0.0 -0.3 -0.321
H -1.3619 -1.7394 -2.2075 0.0 -0.1 0.0 0.393
H -2.0021 -1.0784 -0.6873 -0.1 0.1 -0.1 0.199
H -1.1235 -2.5817 -0.6735 0.1 0.0 -0.1 0.330
H -2.8880 -3.7514 -1.8799 -0.1 0.0 0.0 0.291
H -4.0035 -2.2299 -3.3827 -0.1 -0.1 0.0 0.314
H -4.1201 -0.9529 -2.1535 0.1 0.0 0.1 0.307
C -5.1895 -4.9146 5.5141 0.3 -0.2 0.2 -1.444
C -5.0561 -3.5776 6.1979 -0.1 -0.4 -0.3 0.496
C -5.2209 -2.3896 5.2825 -0.2 0.2 0.1 -0.456
O -4.4125 -1.3971 5.9264 -0.3 0.0 -0.2 -0.302
C -3.4602 -2.0463 6.6274 -0.2 -0.2 -0.1 0.640
O -2.5262 -1.5138 7.1124 0.7 0.3 0.4 -0.505
O -3.7192 -3.3743 6.6904 -0.2 0.2 0.0 -0.364
H -6.1553 -5.0013 5.0185 0.0 0.0 0.0 0.378
H -4.3966 -5.0511 4.7787 -0.1 0.1 -0.1 0.354
H -5.0952 -5.7238 6.2389 -0.1 0.0 0.0 0.352
H -5.7412 -3.5189 7.0488 0.0 0.1 0.0 0.235
H -6.2497 -2.0545 5.2045 0.0 0.2 0.1 0.302
H -4.8279 -2.5618 4.2870 0.1 -0.2 -0.2 0.323
C 5.3767 -0.6426 -2.0167 0.1 0.0 0.5 -1.354
C 4.0897 -1.4019 -2.2131 0.4 0.4 -0.1 0.618
C 3.0432 -0.6859 -3.0421 -0.1 -0.2 -0.1 -0.032
O 1.8220 -1.2206 -2.5078 0.1 0.1 0.0 -0.356
C 2.0658 -1.5952 -1.2305 0.2 0.0 -0.1 0.492
O 1.2237 -1.9021 -0.4561 -0.2 -0.1 0.4 -0.467
O 3.3909 -1.5703 -0.9619 -0.1 -0.1 -0.2 -0.358
H 5.8289 -0.3951 -2.9723 0.0 -0.1 -0.1 0.245
H 5.2004 0.2745 -1.4521 -0.1 0.0 -0.1 0.305
H 6.0838 -1.2397 -1.4413 0.0 0.0 0.0 0.385
H 4.3004 -2.3942 -2.6189 -0.1 0.0 0.0 0.220
H 3.1236 -0.9016 -4.1020 -0.2 -0.1 0.0 0.115
H 3.0418 0.3966 -2.8970 0.1 0.0 0.1 0.223
C 5.0850 2.7189 -8.0381 0.2 -0.2 -0.3 -1.470
C 4.5980 1.6600 -7.0813 0.1 0.4 -0.2 0.512
C 4.6841 2.0466 -5.6233 -0.2 0.0 0.2 -0.576
O 4.8543 0.7727 -4.9818 0.1 0.2 -0.2 -0.207
C 5.4375 -0.0610 -5.8852 0.0 0.2 -0.2 0.598
O 5.8788 -1.1260 -5.6159 0.1 -0.3 0.2 -0.510
O 5.4424 0.4937 -7.1189 -0.2 0.0 0.2 -0.366
H 4.5325 3.6483 -7.9035 0.0 0.0 0.0 0.374
H 6.1484 2.9100 -7.8930 0.0 0.0 0.1 0.359
H 4.9595 2.3873 -9.0679 -0.1 0.0 0.0 0.361
H 3.5841 1.3492 -7.3471 0.0 -0.1 0.1 0.251
H 3.7844 2.5403 -5.2641 0.0 -0.2 0.1 0.357
H 5.5508 2.6704 -5.3939 0.0 0.0 -0.1 0.298

***

Record 3
12
Properties=species:S:1:pos:R:3:forces:R:3:nbo_charge:R:1 method="wB97M-V/def2-TZVPD" e_homo_ev=-9.35 total_charge=0 e_above_lowest_kj_mol=383.6 smiles="C#CC(=O)[C@H]1CN1"
O -0.1875 -1.8603 0.7189 -0.1 0.6 0.0 -0.512
C -0.4496 -0.6776 0.6202 0.7 -0.2 0.1 0.491
C -1.5254 -0.0285 1.3787 -0.2 0.5 0.1 -0.128
C -2.3737 0.6556 1.8982 0.5 -0.3 -0.3 -0.131
C 0.2120 0.2131 -0.4092 0.8 0.3 0.2 -0.182
C 1.7196 0.2831 -0.9881 -0.5 0.2 0.7 -0.205
N 0.6947 -0.5238 -1.5504 -0.6 -0.5 -1.3 -0.571
H -3.1097 1.2939 2.3436 0.1 -0.3 0.0 0.242
H -0.4157 1.0875 -0.6301 0.5 -0.2 0.0 0.216
H 2.6701 -0.2444 -0.7917 -0.9 0.3 1.2 0.216
H 1.9216 1.2546 -1.4441 -0.3 -0.3 -0.2 0.195
H 0.8436 -1.4532 -1.1461 -0.1 -0.1 -0.5 0.369

***

Record 4
59
Properties=species:S:1:pos:R:3:forces:R:3:nbo_charge:R:1 method="wB97M-V/def2-TZVPD" e_homo_ev="-7.76 / -7.76" total_charge=0
Mo 0.0381 -0.3895 -1.5010 2.7 -1.6 -0.6 1.572
C -4.3313 2.7690 3.3090 0.0 0.2 0.0 -0.630
C -3.2127 2.1620 2.5290 0.1 -0.3 -0.4 -0.038
C -1.8904 2.2160 2.9677 -0.3 -0.1 -0.2 -0.176
C -0.8895 1.5766 2.2745 0.1 -0.1 -0.5 -0.251
C -1.1460 0.8321 1.1012 -1.4 0.8 0.2 0.264
N -0.1381 0.1222 0.4851 0.7 -0.1 -1.1 -0.683
C 0.8553 -0.3860 1.3077 1.3 -0.6 1.3 0.147
C 0.4840 -0.9965 2.5184 0.1 0.1 -0.8 -0.216
C 1.4056 -1.6051 3.3368 0.3 0.1 0.0 -0.192
C 2.7589 -1.5825 3.0197 -0.3 0.2 -0.2 -0.041
C 3.7776 -2.2214 3.8990 0.1 -0.2 0.0 -0.626
C 3.1475 -0.9662 1.8335 -0.1 -0.2 0.3 -0.161
C 2.2292 -0.4298 0.9493 -0.5 0.5 0.3 0.007
C 2.7054 0.2451 -0.3332 0.9 0.5 1.0 0.060
O 1.7554 0.3268 -1.3182 -1.3 0.1 -0.6 -0.593
C 3.1084 1.7017 0.0411 -0.2 0.5 0.3 0.965
F 2.1845 2.2326 0.8596 -0.2 0.0 -0.1 -0.320
F 4.2720 1.7607 0.6969 0.2 -0.3 -0.1 -0.314
F 3.1916 2.4990 -1.0156 0.0 0.1 -0.2 -0.300
C 3.8956 -0.4171 -1.0953 0.4 -0.5 -0.4 0.978
F 4.3516 0.4271 -2.0243 0.0 0.2 -0.2 -0.312
F 4.9620 -0.7861 -0.3805 -0.2 0.1 0.4 -0.311
F 3.4654 -1.5050 -1.7394 0.0 -0.1 0.1 -0.311
C -2.4676 0.8876 0.5986 0.7 -0.1 0.0 -0.153
C -3.4643 1.5335 1.3148 0.1 0.1 0.5 -0.135
C -2.8208 0.2059 -0.7133 -1.3 0.5 1.0 0.084
O -1.7263 -0.1011 -1.4638 -0.5 -0.2 -0.5 -0.559
C -3.6918 1.1120 -1.6263 -0.1 0.4 -0.3 0.969
F -3.1735 2.3430 -1.6623 0.2 0.1 0.0 -0.310
F -4.9647 1.2366 -1.2470 -0.1 -0.2 0.2 -0.309
F -3.6956 0.6422 -2.8709 0.0 -0.2 -0.2 -0.303
C -3.5327 -1.1412 -0.4330 0.1 -0.5 0.3 0.968
F -3.7906 -1.8068 -1.5529 -0.1 -0.1 -0.4 -0.304
F -2.7110 -1.8986 0.3062 0.2 0.0 0.0 -0.312
F -4.6745 -1.0257 0.2431 0.0 0.3 0.0 -0.304
H -4.1511 2.6829 4.3781 -0.1 0.0 0.1 0.219
H -5.2754 2.2875 3.0669 -0.1 0.0 0.1 0.218
H -4.4258 3.8285 3.0729 -0.1 0.1 0.0 0.222
H -1.6513 2.7637 3.8670 0.1 0.0 0.1 0.215
H 0.1313 1.6502 2.6178 0.0 -0.1 0.1 0.232
H -0.5667 -1.0326 2.7620 -0.1 0.0 0.1 0.224
H 1.0704 -2.0969 4.2361 0.0 -0.1 0.2 0.214
H 3.3743 -2.3984 4.8911 0.1 0.0 0.1 0.216
H 4.6674 -1.6014 3.9763 0.1 0.0 0.1 0.220
H 4.0828 -3.1790 3.4777 0.1 -0.1 0.1 0.223
H 4.2011 -0.9281 1.6133 0.1 0.0 -0.1 0.220
H -4.4774 1.5351 0.9479 -0.1 0.0 -0.1 0.218
Cl 0.5406 2.1121 -5.1558 0.0 0.2 0.1 0.064
C 0.4934 0.4313 -4.8250 0.1 -0.1 -0.4 -0.056
C 0.2264 -0.0730 -3.5693 -0.1 -1.4 0.4 -0.200
C 0.1731 -1.4085 -3.3472 0.0 1.6 0.6 -0.057
Cl 0.9248 -2.4335 -0.6288 -1.4 0.3 -1.0 -0.247
C 0.4059 -2.3637 -4.3088 0.1 -0.1 -0.5 -0.100
Cl 0.3282 -4.0456 -3.9881 0.0 0.0 0.1 0.074
C 0.7126 -1.8775 -5.5911 -0.2 -0.7 0.8 -0.068
Cl 1.0632 -2.9777 -6.8505 0.0 -0.1 -0.1 0.084
C 0.7496 -0.5029 -5.8426 -0.1 0.9 0.3 -0.072
Cl 1.1362 0.0543 -7.4143 0.0 0.0 -0.1 0.082